[1]
C37H42F3N8O6S | ωB97M-V with the def2-TZVPD basis set

The charge is +1. For the HOMO energy, the calculation gives -9.10 eV. For the frontier orbital gap, the calculation gives 3.2 eV.

Last column: Löwdin charge in e.
Cartesian coordinates (Å):
O1 5.94 -3.65 3.10  0.1526
C1 5.55 -2.52 2.93  -0.4453
O2 6.24 -1.47 3.48  0.1199
C2 4.35 -2.17 2.05  0.0093
C3 3.07 -2.73 2.59  -0.1419
N1 3.13 -3.89 3.21  0.1947
C4 2.04 -4.50 3.70  0.0385
C5 0.82 -3.95 3.60  0.0770
C6 0.73 -2.71 2.97  -0.0204
C7 -0.65 -2.09 2.89  -0.4832
O3 -1.47 -2.60 2.15  0.1463
O4 -0.90 -1.04 3.65  0.1501
C8 1.85 -2.11 2.45  -0.1024
S1 1.71 -0.54 1.61  0.8010
O5 2.50 -0.50 0.43  -0.2337
O6 0.36 -0.19 1.33  -0.2136
C9 2.32 0.75 2.83  -0.6616
F1 3.06 0.13 3.77  0.1392
F2 1.28 1.27 3.45  0.1605
F3 3.02 1.66 2.23  0.2273
H1 5.81 -1.17 4.30  0.1360
H2 4.34 -1.09 1.91  0.1148
H3 4.53 -2.58 1.05  0.1756
H4 4.01 -4.39 3.31  0.1800
H5 2.15 -5.46 4.20  0.1672
H6 -0.07 -4.43 3.98  0.1405
H7 -1.73 -0.63 3.34  0.1651
N2 0.29 3.92 2.99  -0.0036
C10 -0.84 3.88 2.21  -0.1503
C11 -1.38 5.14 2.18  -0.1013
C12 -0.54 5.97 2.97  -0.0995
C13 0.48 5.20 3.46  -0.1333
H8 0.88 3.13 3.19  0.0922
H9 -1.16 2.96 1.75  0.0978
H10 -2.27 5.43 1.66  0.0958
H11 -0.67 7.03 3.16  0.0956
H12 1.32 5.44 4.09  0.1064
N3 -0.09 -0.75 -4.29  0.0265
C14 -0.65 -1.89 -3.77  -0.1383
C15 -0.13 -2.07 -2.51  -0.1161
C16 0.76 -1.00 -2.26  -0.1065
C17 0.76 -0.20 -3.37  -0.1323
H13 -0.29 -0.38 -5.20  0.1511
H14 -1.36 -2.46 -4.34  0.1114
H15 -0.38 -2.89 -1.85  0.0867
H16 1.34 -0.83 -1.37  0.0454
H17 1.30 0.70 -3.59  0.0903
N4 -2.46 -2.52 5.89  -0.0019
C18 -2.91 -1.72 6.90  -0.1248
C19 -2.75 -2.39 8.08  -0.0940
C20 -2.18 -3.65 7.78  -0.1002
C21 -2.01 -3.71 6.42  -0.1529
H18 -2.46 -2.29 4.92  0.1082
H19 -3.31 -0.74 6.69  0.1117
H20 -3.02 -2.01 9.06  0.0986
H21 -1.92 -4.43 8.48  0.0958
H22 -1.61 -4.48 5.79  0.0879
N5 1.95 3.43 -2.59  0.0028
C22 2.42 4.11 -3.68  -0.1360
C23 1.99 5.40 -3.59  -0.1175
C24 1.24 5.52 -2.39  -0.1227
C25 1.23 4.29 -1.79  -0.1279
H23 2.11 2.46 -2.40  0.1198
H24 3.01 3.61 -4.43  0.1072
H25 2.19 6.19 -4.30  0.0996
H26 0.76 6.40 -2.01  0.0852
H27 0.78 3.94 -0.87  0.1004
N6 -3.04 -1.52 -0.02  0.0070
C26 -3.49 -0.24 -0.23  -0.1438
C27 -4.32 -0.26 -1.32  -0.1046
C28 -4.38 -1.60 -1.78  -0.1069
C29 -3.58 -2.35 -0.97  -0.1465
H28 -2.41 -1.80 0.71  0.0784
H29 -3.18 0.56 0.41  0.0958
H30 -4.83 0.59 -1.73  0.0927
H31 -4.95 -1.97 -2.62  0.0925
H32 -3.35 -3.40 -0.97  0.1062
N7 0.93 -6.29 -4.94  -0.0028
C30 0.36 -5.05 -5.06  -0.1467
C31 -0.52 -5.09 -6.10  -0.1135
C32 -0.50 -6.41 -6.62  -0.1085
C33 0.41 -7.13 -5.89  -0.1413
H33 1.62 -6.55 -4.26  0.1382
H34 0.64 -4.25 -4.39  0.0850
H35 -1.13 -4.27 -6.44  0.0857
H36 -1.08 -6.79 -7.45  0.0923
H37 0.72 -8.16 -5.95  0.1058
N8 -1.16 6.19 -4.61  0.0121
C34 -2.29 6.18 -5.37  -0.1422
C35 -2.83 7.44 -5.35  -0.1140
C36 -1.98 8.24 -4.55  -0.1086
C37 -0.96 7.45 -4.11  -0.1504
H38 -0.55 5.41 -4.44  0.1201
H39 -2.62 5.27 -5.86  0.1025
H40 -3.73 7.74 -5.85  0.0890
H41 -2.11 9.29 -4.32  0.0894
H42 -0.11 7.67 -3.49  0.0861

[2]
C37H42F5N5SeSi2V | ωB97M-V with the def2-TZVPD basis set

The expectation value of S² is 0.830. Its spin multiplicity is 2. For the HOMO energy (spin up / spin down), the calculation gives -6.92 / -5.56 eV. For the frontier orbital gap (spin up / spin down), the calculation gives 6.9 / 5.5 eV.

Last column: Löwdin spin population.
Cartesian coordinates (Å):
V1 -0.49 -0.62 0.19  1.1408
C1 0.53 1.63 2.39  0.0025
C2 2.00 1.39 2.09  0.0011
C3 2.95 1.02 3.21  0.0000
C4 4.28 1.40 3.10  0.0001
C5 5.18 1.03 4.08  0.0000
C6 4.72 0.28 5.16  0.0001
C7 3.37 -0.04 5.20  0.0000
N1 2.51 0.31 4.25  0.0000
N2 -0.42 0.50 2.15  0.0028
C8 -1.78 1.12 2.12  -0.0043
C9 -2.81 0.09 1.82  -0.0213
C10 -3.99 -0.05 2.53  0.0008
C11 -4.90 -1.03 2.15  -0.0318
C12 -4.58 -1.84 1.08  0.0002
C13 -3.38 -1.64 0.41  -0.0236
N3 -2.51 -0.69 0.77  -0.0139
C14 -0.36 -0.44 3.29  -0.0001
C15 -0.78 -1.84 2.96  -0.0073
C16 -1.21 -2.72 3.95  0.0002
C17 -1.46 -4.04 3.62  -0.0124
C18 -1.25 -4.45 2.31  0.0004
C19 -0.83 -3.52 1.38  -0.0056
N4 -0.61 -2.23 1.69  0.0012
H1 0.20 2.43 1.73  0.0003
H2 0.39 1.99 3.42  -0.0001
H3 2.39 2.30 1.65  0.0000
H4 2.08 0.62 1.32  0.0009
H5 4.61 1.98 2.25  0.0000
H6 6.22 1.31 4.01  0.0000
H7 5.38 -0.04 5.95  0.0000
H8 2.97 -0.61 6.02  0.0000
H9 -1.78 1.86 1.31  -0.0005
H10 -1.98 1.64 3.06  -0.0003
H11 -4.19 0.61 3.37  0.0007
H12 -5.83 -1.16 2.69  -0.0022
H13 -5.25 -2.62 0.74  0.0008
H14 -3.11 -2.25 -0.44  -0.0019
H15 -0.96 -0.05 4.13  -0.0001
H16 0.68 -0.48 3.62  -0.0004
H17 -1.33 -2.36 4.96  0.0004
H18 -1.79 -4.74 4.37  -0.0009
H19 -1.42 -5.47 2.01  0.0003
H20 -0.62 -3.79 0.36  0.0003
C20 -2.90 2.74 -3.24  -0.0010
Si1 -2.24 2.23 -1.54  -0.0018
C21 -1.76 3.83 -0.66  -0.0001
C22 -3.88 1.68 -0.78  -0.0004
C23 -0.81 1.00 -1.53  -0.0010
C24 -1.16 -0.17 -2.37  0.0028
C25 -1.50 -0.17 -3.74  0.0013
C26 -1.78 -1.36 -4.38  -0.0044
C27 -1.72 -2.55 -3.68  -0.0005
C28 -1.36 -2.50 -2.35  -0.0031
N5 -1.08 -1.35 -1.72  0.0040
Si2 0.67 1.88 -2.27  -0.0005
C29 1.80 0.69 -3.18  -0.0001
C30 1.72 2.78 -0.99  0.0003
C31 0.33 3.19 -3.60  -0.0005
H21 -3.55 3.60 -3.09  -0.0001
H22 -3.52 1.94 -3.66  0.0000
H23 -2.16 3.02 -3.99  0.0000
H24 -2.65 4.47 -0.60  0.0000
H25 -0.99 4.39 -1.19  0.0000
H26 -1.41 3.68 0.36  0.0000
H27 -4.65 2.34 -1.19  0.0000
H28 -3.94 1.75 0.30  -0.0001
H29 -4.15 0.66 -1.08  -0.0002
H30 -1.52 0.77 -4.27  0.0000
H31 -2.03 -1.35 -5.44  -0.0003
H32 -1.92 -3.50 -4.15  0.0001
H33 -1.25 -3.41 -1.77  0.0000
H34 2.36 0.08 -2.48  0.0000
H35 2.52 1.27 -3.77  0.0000
H36 1.26 0.03 -3.86  0.0000
H37 2.51 2.13 -0.64  0.0001
H38 1.13 3.11 -0.13  0.0001
H39 2.18 3.67 -1.42  0.0000
H40 -0.14 2.77 -4.49  0.0000
H41 1.31 3.56 -3.92  -0.0001
H42 -0.25 4.05 -3.28  0.0000
F1 5.51 -2.45 -4.56  -0.0001
C32 4.69 -2.30 -3.51  -0.0002
C33 3.43 -2.88 -3.52  -0.0001
F2 3.04 -3.60 -4.58  -0.0001
C34 2.60 -2.73 -2.43  -0.0007
F3 1.39 -3.32 -2.49  -0.0002
C35 2.96 -1.99 -1.32  -0.0035
Se1 1.80 -1.78 0.19  -0.0158
C36 4.23 -1.43 -1.33  -0.0007
F4 4.65 -0.68 -0.30  -0.0005
C37 5.09 -1.58 -2.40  0.0000
F5 6.30 -1.01 -2.39  0.0000

[3]
C37H42N10NaO5PS5 | ωB97M-V with the def2-TZVPD basis set

The charge is -2. For the HOMO energy, the calculation gives -1.12 eV. For the frontier orbital gap, the calculation gives 4.0 eV.

Last column: natural (NBO) charge in e.
Cartesian coordinates (Å):
Na1 -0.11 1.28 -0.05  0.8807
O1 -6.21 5.89 1.42  -0.6464
C1 -5.15 5.28 1.41  0.1504
S1 -4.05 5.20 0.05  0.2780
C2 -2.78 4.16 0.77  -0.3935
C3 -3.01 3.80 2.06  -0.4316
S2 -2.05 2.83 3.10  -0.5620
S3 -4.55 4.37 2.78  0.2512
S4 -1.47 3.79 -0.27  -0.5543
N1 -2.77 -0.87 2.77  -0.5218
C4 -1.81 -1.70 3.29  -0.1004
C5 -0.84 -1.78 2.34  -0.1038
N2 -1.17 -1.00 1.26  -0.5030
C6 -2.34 -0.46 1.54  0.3916
C7 -3.14 0.32 0.62  0.2607
N3 -2.89 0.45 -0.66  -0.4451
C8 -3.93 1.17 -1.17  -0.0795
C9 -4.83 1.48 -0.18  -0.0729
N4 -4.32 0.90 0.96  -0.5106
H1 -3.55 -0.49 3.27  0.4214
H2 -1.91 -2.15 4.26  0.2126
H3 0.08 -2.34 2.36  0.2038
H4 -3.96 1.44 -2.21  0.2089
H5 -5.74 2.04 -0.17  0.2221
H6 -4.62 1.13 1.89  0.4264
C10 3.35 3.27 -3.54  -0.4043
N5 2.87 1.92 -3.30  -0.4120
C11 3.09 0.93 -4.20  0.1113
C12 2.62 -0.32 -3.99  -0.3891
C13 1.85 -0.54 -2.81  0.4685
N6 1.59 0.44 -1.96  -0.6223
C14 2.11 1.68 -2.14  0.7627
O2 1.98 2.58 -1.33  -0.6488
N7 1.43 -1.77 -2.48  -0.7675
H7 4.21 3.24 -4.20  0.1913
H8 3.62 3.71 -2.59  0.2450
H9 2.57 3.89 -3.99  0.2130
H10 3.67 1.19 -5.07  0.2074
H11 2.81 -1.12 -4.69  0.2283
H12 1.39 -2.45 -3.21  0.3907
H13 0.64 -1.77 -1.83  0.4410
O3 -4.30 -4.71 -9.00  -1.0103
S5 -3.19 -5.35 -8.32  2.3859
O4 -1.95 -4.59 -8.34  -1.0063
O5 -3.03 -6.76 -8.59  -1.0098
C15 -3.75 -5.31 -6.58  0.1502
N8 -4.74 -6.14 -6.27  -0.4228
C16 -5.16 -6.12 -5.01  0.0708
C17 -4.60 -5.29 -4.05  -0.3176
C18 -3.58 -4.45 -4.48  0.2115
N9 -3.17 -4.46 -5.74  -0.4354
C19 -2.90 -3.50 -3.56  -0.0241
C20 -2.42 -2.29 -4.05  -0.2294
C21 -1.72 -1.46 -3.20  0.0457
N10 -1.43 -1.78 -1.93  -0.4325
C22 -1.92 -2.92 -1.46  0.0376
C23 -2.68 -3.80 -2.22  -0.2446
H14 -5.98 -6.78 -4.77  0.1811
H15 -4.95 -5.28 -3.03  0.2135
H16 -2.58 -2.04 -5.09  0.2476
H17 -1.33 -0.50 -3.53  0.1966
H18 -1.68 -3.14 -0.43  0.1995
H19 -3.03 -4.73 -1.79  0.2108
C24 3.67 2.94 4.02  -0.6242
C25 2.76 2.80 2.80  -0.2901
C26 3.41 3.47 1.59  -0.6276
C27 1.44 3.53 3.10  -0.6303
P1 2.24 1.03 2.31  0.8362
C28 1.81 0.42 4.00  -0.3364
C29 2.65 -0.10 4.98  -0.2188
C30 2.16 -0.39 6.25  -0.2362
C31 0.84 -0.13 6.57  -0.2395
C32 -0.01 0.37 5.60  -0.1538
C33 0.46 0.61 4.32  -0.2187
C34 3.79 0.03 1.83  -0.3124
C35 3.42 -1.44 2.06  -0.6174
C36 5.13 0.37 2.48  -0.6125
C37 3.93 0.22 0.32  -0.6258
H20 3.75 4.00 4.28  0.2029
H21 4.68 2.57 3.84  0.1953
H22 3.26 2.42 4.89  0.2173
H23 3.55 4.53 1.79  0.2032
H24 2.78 3.36 0.70  0.2531
H25 4.39 3.04 1.36  0.1830
H26 1.65 4.58 3.30  0.2010
H27 0.93 3.11 3.96  0.2246
H28 0.76 3.49 2.25  0.2614
H29 3.70 -0.28 4.78  0.1998
H30 2.83 -0.81 6.99  0.1984
H31 0.48 -0.32 7.58  0.2004
H32 -1.05 0.60 5.83  0.2147
H33 -0.21 0.97 3.55  0.2575
H34 3.42 -1.70 3.12  0.2121
H35 4.13 -2.09 1.54  0.1993
H36 2.43 -1.64 1.66  0.2194
H37 5.09 0.37 3.57  0.2028
H38 5.47 1.35 2.16  0.2081
H39 5.88 -0.36 2.16  0.1959
H40 3.04 -0.15 -0.19  0.2320
H41 4.80 -0.33 -0.06  0.1920
H42 4.05 1.28 0.06  0.2170

[4]
C37H42N5S | ωB97M-V with the def2-TZVPD basis set

The charge is +1. For the HOMO energy, the calculation gives -9.55 eV. For the frontier orbital gap, the calculation gives 5.1 eV.

Last column: Löwdin charge in e.
Cartesian coordinates (Å):
C1 3.09 7.48 -1.76  -0.0492
N1 2.05 6.57 -2.21  -0.1925
C2 1.08 7.14 -3.12  -0.0472
C3 1.93 5.29 -1.74  -0.2085
C4 1.47 4.24 -2.58  0.0009
C5 1.41 2.94 -2.11  0.0040
C6 1.60 2.66 -0.72  -0.2024
C7 1.38 1.33 -0.21  0.0417
C8 1.60 0.96 1.11  -0.0180
C9 1.61 -0.35 1.62  -0.0712
C10 1.69 -0.59 3.07  -0.1756
C11 1.05 0.30 3.96  -0.0131
C12 1.09 0.09 5.33  0.0167
C13 1.88 -0.97 5.85  -0.2398
N2 1.95 -1.16 7.23  -0.2550
C14 1.17 -2.17 7.92  -0.0717
C15 2.89 -0.45 8.08  -0.0715
C16 2.57 -1.83 4.97  0.0181
C17 2.42 -1.69 3.61  -0.0003
C18 1.48 -1.50 0.74  -0.1886
C19 2.21 -1.60 -0.46  -0.0222
C20 2.12 -2.73 -1.25  0.0220
C21 1.15 -3.71 -0.95  -0.2373
N3 0.98 -4.81 -1.79  -0.2524
C22 1.63 -6.08 -1.57  -0.0720
C23 0.08 -4.83 -2.93  -0.0710
C24 0.35 -3.59 0.21  0.0224
C25 0.57 -2.53 1.08  -0.0005
C26 2.00 3.73 0.13  0.0066
C27 2.24 5.00 -0.38  0.0071
H1 3.85 6.95 -1.18  0.0914
H2 3.58 7.94 -2.63  0.0985
H3 2.66 8.29 -1.16  0.0969
H4 0.28 6.43 -3.36  0.0882
H5 0.62 8.03 -2.66  0.0990
H6 1.56 7.47 -4.05  0.0962
H7 1.22 4.47 -3.62  0.1181
H8 1.17 2.12 -2.79  0.1266
H9 0.98 0.59 -0.90  0.1230
H10 1.76 1.74 1.85  0.1013
H11 0.49 1.15 3.56  0.1183
H12 0.53 0.72 6.02  0.1263
H13 0.50 -2.68 7.23  0.0922
H14 1.83 -2.90 8.40  0.0832
H15 0.57 -1.69 8.71  0.0852
H16 3.48 0.26 7.49  0.0920
H17 2.36 0.09 8.87  0.0834
H18 3.57 -1.16 8.57  0.0843
H19 3.23 -2.60 5.40  0.1289
H20 2.91 -2.40 2.94  0.1272
H21 2.88 -0.78 -0.74  0.1216
H22 2.76 -2.87 -2.12  0.1269
H23 2.28 -6.06 -0.68  0.0923
H24 0.88 -6.87 -1.43  0.0830
H25 2.24 -6.34 -2.45  0.0842
H26 -0.45 -3.88 -3.05  0.0487
H27 0.66 -5.05 -3.83  0.0852
H28 -0.65 -5.64 -2.80  0.0860
H29 -0.42 -4.33 0.41  0.1287
H30 -0.01 -2.46 2.00  0.1289
H31 2.10 3.56 1.20  0.1111
H32 2.59 5.79 0.28  0.1161
C28 -5.82 -2.15 -5.26  -0.0758
C29 -5.70 -1.30 -4.15  -0.0140
C30 -4.44 -1.14 -3.58  -0.2457
C31 -3.29 -1.71 -4.13  -0.4717
C32 -3.40 -2.54 -5.25  -0.0811
C33 -4.68 -2.76 -5.79  -0.0903
S1 -1.87 -1.28 -3.21  1.0417
C34 -2.85 -0.31 -2.07  -0.6036
N4 -2.39 0.42 -1.14  0.0241
C35 -3.35 1.17 -0.28  -0.2182
C36 -4.78 0.68 -0.33  -0.1752
C37 -5.20 0.34 -1.74  -0.1351
N5 -4.19 -0.50 -2.36  -0.0491
H33 -6.80 -2.33 -5.69  0.1098
H34 -6.57 -0.80 -3.73  0.1032
H35 -2.51 -3.01 -5.66  0.1105
H36 -4.79 -3.43 -6.65  0.1057
H37 -2.95 1.10 0.74  0.1042
H38 -3.33 2.22 -0.59  0.1128
H39 -4.89 -0.20 0.31  0.1182
H40 -5.46 1.43 0.06  0.1167
H41 -6.16 -0.17 -1.77  0.1189
H42 -5.32 1.26 -2.34  0.1413

[5]
C37H43BGeI2N6O2Rb | ωB97M-V with the def2-TZVPD basis set

The charge is -1. The relative energy (zero: lowest compared OMol25 entry of this formula, charge and spin) comes out at 2.74 kcal per mole. For the HOMO energy, the calculation gives -5.93 eV. For the frontier orbital gap, the calculation gives 8.0 eV.

Last column: Löwdin charge in e.
Cartesian coordinates (Å):
Rb1 -1.41 -0.68 -1.61  0.9133
C1 1.23 2.57 -0.41  -0.0436
C2 0.00 2.47 0.43  -0.3861
C3 -0.19 2.87 1.76  0.0049
C4 -1.48 2.50 2.06  -0.2952
C5 -2.21 2.65 3.35  -0.0292
N1 -2.01 1.90 0.96  0.0283
N2 -1.08 1.88 -0.04  0.0557
B1 -3.51 1.54 0.72  -0.5057
N3 -3.85 0.04 1.02  0.0196
N4 -3.52 -0.98 0.18  -0.0007
C6 -4.04 -2.08 0.70  -0.3737
C7 -3.80 -3.40 0.05  -0.0359
C8 -4.74 -1.79 1.88  -0.0041
C9 -4.61 -0.42 2.04  -0.2894
C10 -5.21 0.44 3.11  -0.0316
N5 -3.95 1.98 -0.69  0.0152
N6 -3.64 1.29 -1.82  0.0551
C11 -4.15 1.97 -2.83  -0.3852
C12 -3.99 1.48 -4.23  -0.0479
C13 -4.80 3.14 -2.37  -0.0047
C14 -4.64 3.10 -1.00  -0.2886
C15 -5.09 4.09 0.02  -0.0346
H1 1.48 3.61 -0.65  0.0759
H2 2.10 2.12 0.08  0.0715
H3 1.06 2.06 -1.36  0.0332
H4 0.52 3.35 2.42  0.1036
H5 -1.60 3.24 4.04  0.0770
H6 -3.17 3.15 3.22  0.0709
H7 -2.40 1.68 3.82  0.0721
H8 -4.14 2.18 1.52  0.0993
H9 -3.83 -3.32 -1.04  0.0723
H10 -2.83 -3.81 0.32  0.0766
H11 -4.56 -4.13 0.35  0.0701
H12 -5.28 -2.46 2.52  0.0977
H13 -5.73 -0.20 3.82  0.0754
H14 -4.46 1.01 3.65  0.0518
H15 -5.93 1.15 2.70  0.0795
H16 -3.71 0.43 -4.24  0.0737
H17 -4.91 1.59 -4.80  0.0727
H18 -3.21 2.04 -4.76  0.0238
H19 -5.30 3.89 -2.95  0.0981
H20 -5.58 4.93 -0.48  0.0731
H21 -5.80 3.65 0.73  0.0737
H22 -4.26 4.48 0.61  0.0793
I1 -0.12 1.20 -6.22  0.7213
C16 0.19 1.77 -4.21  -1.2109
I2 -0.62 3.67 -3.72  0.7569
H23 1.26 1.80 -4.03  -0.0430
H24 -0.28 1.03 -3.57  -0.0839
O1 1.00 -2.10 -1.59  -0.1766
C17 1.09 -1.59 -2.74  -0.7627
O2 0.12 -1.40 -3.52  -0.2291
C18 2.49 -1.13 -3.11  -0.1561
C19 3.09 -0.29 -1.97  -0.2346
Ge1 3.11 -1.17 -0.21  1.0190
C20 1.71 -1.60 1.07  -0.2699
C21 0.58 -0.81 1.33  -0.0962
C22 -0.34 -1.17 2.30  -0.0682
C23 -0.16 -2.33 3.04  -0.0918
C24 0.96 -3.11 2.81  -0.0917
C25 1.89 -2.75 1.84  -0.1051
C26 4.10 -2.83 -0.55  -0.2554
C27 5.47 -2.93 -0.32  -0.0990
C28 6.17 -4.09 -0.64  -0.1042
C29 5.50 -5.18 -1.18  -0.1104
C30 4.13 -5.10 -1.40  -0.0886
C31 3.44 -3.93 -1.09  -0.1007
C32 4.30 0.03 0.85  -0.2550
C33 5.30 0.80 0.25  -0.1180
C34 6.10 1.66 0.99  -0.1013
C35 5.93 1.77 2.36  -0.1093
C36 4.94 1.01 2.98  -0.0956
C37 4.14 0.15 2.23  -0.0947
H25 2.47 -0.58 -4.05  0.1003
H26 3.10 -2.02 -3.26  0.1090
H27 2.62 0.69 -1.90  0.0471
H28 4.15 -0.12 -2.16  0.0568
H29 0.38 0.09 0.77  0.0679
H30 -1.23 -0.56 2.44  0.0975
H31 -0.89 -2.62 3.78  0.0972
H32 1.12 -4.02 3.39  0.0955
H33 2.75 -3.38 1.68  0.0958
H34 6.01 -2.09 0.11  0.0909
H35 7.24 -4.15 -0.45  0.0931
H36 6.04 -6.09 -1.42  0.0921
H37 3.60 -5.94 -1.83  0.0972
H38 2.37 -3.88 -1.28  0.0954
H39 5.45 0.75 -0.82  0.0847
H40 6.87 2.25 0.49  0.0947
H41 6.55 2.44 2.94  0.0932
H42 4.79 1.09 4.05  0.0961
H43 3.37 -0.41 2.74  0.0933

no.,DFT total energy (hartree)
1,-3022.0211
2,-6132.7137
3,-4853.7395
4,-2106.7960
5,-4636.2323